No. 1
# C2H3NO2S2

One molecule with the formula C2H3NO2S2 at a distorted geometry (ωB97M-V/def2-TZVPD, OMol25).

Positions of all 10 atoms, in Å:
O1 1.82461 -0.70410 1.87204
C1 1.47952 0.11658 1.09508
O2 1.59003 1.40104 0.83728
C2 0.15610 -0.19266 0.22687
S1 -0.66211 -1.62050 0.37166
N1 -0.38258 0.81777 -0.57588
S2 -1.52180 0.75184 -1.90077
H1 2.20570 1.95937 1.41556
H2 0.46074 1.43484 -0.83713
H3 -2.17659 -0.33903 -1.68770

Values from the calculation:
- Calculated total energy: -1079.56196 hartree
- Highest occupied orbital energy: -0.31653 hartree
- LUMO level: -0.3004 eV
- Energy above the lowest of the compared OMol25 structures with the same formula, charge and spin: 36.91 kcal/mol
- SMILES: O=C(O)C(=S)NS
- Multiplicity: 1
- Gap between HOMO and LUMO: 0.305 hartree

=====

No. 2
# C4H7NO

One molecule with the formula C4H7NO at a distorted geometry (ωB97M-V/def2-TZVPD, OMol25).

Positions of all 13 atoms, in Å:
O1 -0.49001 0.76854 3.18148
C1 -0.61988 0.56779 1.88613
N1 0.36111 0.38586 1.01026
C2 0.17729 -0.59740 -0.00906
C3 -0.56207 -0.16663 -1.28346
C4 0.91910 -0.12727 -1.33962
H1 -1.63319 0.50641 1.44329
H2 1.24410 0.55497 1.43232
H3 0.19555 -1.70911 0.22751
H4 -1.27294 0.69065 -1.28963
H5 -0.82940 -1.11053 -1.84509
H6 1.20034 1.01593 -1.30076
H7 1.31001 -0.77922 -2.11339

Values from the calculation:
- Calculated total energy: -286.53555 hartree
- Highest occupied orbital energy: -0.35760 hartree
- LUMO level: 0.9481 eV
- Energy above the lowest of the compared OMol25 structures with the same formula, charge and spin: 60.30 kcal/mol
- SMILES: O=CNC1CC1
- Multiplicity: 1
- Gap between HOMO and LUMO: 0.392 hartree

=====

No. 3
# CH3IS2

CH3IS2 as an isolated structure at a distorted geometry (ωB97M-V/def2-TZVPD, OMol25).

Positions of all 7 atoms, in Å:
C1 0.69928 -0.40861 0.36078
S1 -1.87632 0.82755 0.17246
S2 0.08367 1.13681 -0.30107
I1 2.77349 -0.54135 -0.06329
H1 0.54744 -0.59769 1.44644
H2 0.21420 -1.46529 -0.51774
H3 -2.44176 1.04858 -1.09757

Values from the calculation:
- Calculated total energy: -1133.90612 hartree
- Highest occupied orbital energy: -0.32762 hartree
- LUMO level: 0.1765 eV
- Energy above the lowest of the compared OMol25 structures with the same formula, charge and spin: 33.77 kcal/mol
- Multiplicity: 1
- Gap between HOMO and LUMO: 0.334 hartree

=====

No. 4
# C2H3F3NSi

A 2-piece molecular cluster, C2H3F3NSi overall at a distorted geometry (ωB97M-V/def2-TZVPD, OMol25).

Positions of all 10 atoms, in Å:
C1 -1.81724 -0.32306 -0.58750
C2 -1.15692 0.19235 -1.46215
N1 -2.35873 -0.81085 0.61283
F1 3.28779 -0.39602 0.29012
F2 2.97471 1.40562 -1.84317
F3 3.36364 2.04420 0.71432
Si1 3.51951 0.99056 -0.46233
H1 -1.74549 -1.48512 1.06953
H2 -3.16170 -1.34384 0.22459
H3 -2.90556 -0.27383 1.44375

Values from the calculation:
- Calculated total energy: -721.45374 hartree
- Highest occupied orbital energy (alpha / beta): -0.57193 / -0.40921 hartree
- LUMO level (alpha / beta): -4.7727 / -8.5231 eV
- Energy above the lowest of the compared OMol25 structures with the same formula, charge and spin: 87.42 kcal/mol
- Multiplicity: 1
- Charge: +1
- Gap between HOMO and LUMO (alpha / beta): 0.397 / 0.096 hartree

=====

Which formula does entry 1 have? C2H3NO2S2